No. 1
The following is a quantum chemistry calculation of a molecular structure, C52H44AsBr3LuN10O5P, from OMol25.

The geometry in ORCA input format:
```
! wB97M-V def2-TZVPD RIJCOSX def2/J DEFGRID3
* xyz 2 1
Lu 0.31 0.50 0.26
C 5.59 3.33 0.07
N 4.19 2.94 0.36
C 3.47 3.79 1.16
C 2.20 3.20 1.30
N 2.18 2.12 0.47
C 3.38 1.99 -0.08
P 4.10 0.48 -0.76
C 2.90 -0.03 -2.01
N 1.55 -0.16 -1.83
C 1.06 -0.79 -2.92
C 2.07 -0.99 -3.83
N 3.24 -0.62 -3.22
C 4.54 -0.83 -3.88
C 3.59 -0.68 0.53
N 2.34 -0.86 0.99
C 2.45 -1.81 2.00
C 3.79 -2.20 2.12
N 4.45 -1.48 1.17
C 5.90 -1.44 1.22
H 5.64 4.14 -0.65
H 6.23 3.54 0.92
H 6.15 2.51 -0.37
H 3.93 4.70 1.56
H 1.40 3.57 1.93
H 0.00 -0.94 -3.08
H 2.01 -1.42 -4.82
H 4.33 -1.08 -4.94
H 5.17 0.01 -3.81
H 5.14 -1.64 -3.50
H 1.65 -2.28 2.54
H 4.30 -3.00 2.68
H 6.37 -2.44 1.22
H 6.25 -1.07 0.28
H 6.28 -0.83 2.02
Br -5.74 3.86 1.54
C -4.04 3.18 1.23
C -3.46 2.39 2.19
C -2.23 1.78 1.82
N -1.60 2.01 0.70
C -2.07 2.96 -0.15
C -3.33 3.50 0.05
C -1.26 3.19 -1.42
C -1.76 4.07 -2.41
C -1.04 4.30 -3.57
Br -1.61 5.45 -4.90
C 0.19 3.61 -3.77
C 0.63 2.83 -2.70
N -0.05 2.59 -1.56
H -3.80 2.19 3.18
H -1.84 1.07 2.55
H -3.87 4.20 -0.57
H -2.68 4.51 -2.20
H 0.90 3.66 -4.65
H 1.57 2.35 -2.63
O -0.67 -0.09 4.38
C 0.31 0.28 3.71
O 0.29 0.53 2.42
C 1.64 0.48 4.41
C 2.76 1.00 3.81
C 3.98 1.04 4.51
C 4.05 0.44 5.71
C 2.90 0.06 6.40
C 1.68 0.14 5.79
N 5.32 0.30 6.42
O 6.29 0.58 5.78
O 5.40 -0.07 7.58
H 2.62 1.36 2.82
H 4.91 1.43 4.12
H 2.99 -0.35 7.40
H 0.80 -0.15 6.30
Br 0.56 -6.17 2.17
C 0.09 -4.47 1.66
C 0.34 -4.15 0.33
C 0.05 -2.80 -0.06
N -0.30 -1.86 0.82
C -0.78 -2.25 2.04
C -0.54 -3.53 2.52
H 0.78 -4.81 -0.42
H 0.32 -2.50 -1.08
H -1.04 -1.47 2.71
H -0.75 -3.80 3.52
O -1.29 0.07 -1.24
As -2.80 -0.68 -1.44
C -2.72 -2.63 -1.43
C -3.27 -3.40 -0.39
C -3.28 -4.78 -0.42
C -2.63 -5.43 -1.47
C -2.11 -4.67 -2.53
C -2.16 -3.30 -2.51
C -3.21 -0.12 -3.19
C -2.52 0.86 -3.86
C -3.03 1.26 -5.09
C -4.05 0.53 -5.65
C -4.68 -0.48 -5.03
C -4.22 -0.88 -3.76
C -4.22 -0.15 -0.30
C -4.26 -0.66 1.04
C -5.44 -0.34 1.77
C -6.51 0.40 1.21
C -6.29 1.02 -0.05
C -5.23 0.67 -0.85
H -3.78 -2.98 0.38
H -3.65 -5.36 0.41
H -2.55 -6.53 -1.60
H -1.77 -5.20 -3.38
H -1.77 -2.76 -3.36
H -1.62 1.28 -3.43
H -2.56 2.01 -5.71
H -4.50 0.88 -6.60
H -5.47 -1.03 -5.57
H -4.60 -1.81 -3.25
H -3.51 -1.20 1.56
H -5.64 -0.78 2.75
H -7.38 0.50 1.78
H -7.12 1.70 -0.49
H -5.18 0.92 -1.88
*
```

E_HOMO (eV): -13.37
Gap between HOMO and LUMO (eV): 8.5
Energy above the lowest of the compared OMol25 structures with the same formula, charge and spin (eV): 2.405
E_LUMO (Ha): -0.17879

---

No. 2
The following is a quantum chemistry calculation of a molecular structure, C52H44N5S3SiV, from OMol25.

The geometry in ORCA input format:
```
! wB97M-V def2-TZVPD RIJCOSX def2/J DEFGRID3
* xyz 1 4
V -0.66 0.51 -0.47
S -2.13 4.75 -5.99
C -1.50 6.33 -5.79
C -0.81 6.45 -4.63
C -0.79 5.24 -3.89
C -1.47 4.22 -4.49
C -1.65 2.84 -4.02
C -1.15 2.46 -2.77
N -1.26 1.25 -2.26
C -1.86 0.30 -3.02
C -2.42 0.58 -4.27
C -3.10 -0.48 -4.96
C -3.17 -1.72 -4.44
C -2.55 -2.04 -3.19
C -2.56 -3.32 -2.62
C -1.93 -3.54 -1.41
C -1.30 -2.45 -0.80
N -1.26 -1.23 -1.31
C -1.88 -1.02 -2.50
C -1.93 -4.85 -0.75
C -1.32 -5.22 0.42
C -1.53 -6.58 0.76
C -2.29 -7.23 -0.16
S -2.77 -6.20 -1.43
C -2.31 1.88 -4.76
H -1.68 7.08 -6.55
H -0.32 7.36 -4.31
H -0.28 5.14 -2.94
H -0.62 3.19 -2.17
H -3.56 -0.26 -5.92
H -3.70 -2.51 -4.97
H -3.06 -4.13 -3.14
H -0.81 -2.57 0.16
H -0.73 -4.55 1.02
H -1.12 -7.05 1.64
H -2.60 -8.26 -0.16
H -2.74 2.12 -5.73
C -0.10 4.67 0.57
C 0.13 3.36 0.15
N -0.75 2.37 0.31
C -1.92 2.68 0.93
C -2.21 3.95 1.44
C -1.27 4.97 1.22
C -3.40 4.17 2.20
C -4.26 3.16 2.44
C -4.04 1.86 1.88
C -4.93 0.79 2.06
C -4.67 -0.41 1.45
C -3.54 -0.52 0.63
N -2.67 0.46 0.45
C -2.90 1.64 1.09
H 0.65 5.42 0.40
H 1.06 3.09 -0.34
H -1.47 5.98 1.58
H -3.58 5.15 2.61
H -5.14 3.31 3.06
H -5.81 0.93 2.68
H -5.33 -1.25 1.57
H -3.36 -1.44 0.10
C 1.88 -1.33 -1.09
Si 2.75 -1.46 0.59
C 1.36 -1.21 1.87
N 0.60 0.06 1.87
C -0.51 -0.04 2.85
C -0.05 0.09 4.30
C 0.54 1.50 4.54
C 0.89 2.18 3.21
C 1.51 1.18 2.24
C 3.32 -3.24 0.81
C 2.42 -4.25 1.17
C 2.82 -5.57 1.27
C 4.14 -5.91 1.00
C 5.05 -4.92 0.66
C 4.64 -3.60 0.57
C 4.23 -0.33 0.72
C 4.79 0.01 1.95
C 5.94 0.78 2.03
C 6.56 1.22 0.87
C 6.03 0.88 -0.36
C 4.88 0.11 -0.44
H 1.20 -2.19 -1.11
H 2.61 -1.47 -1.90
H 1.79 -1.41 2.86
H 0.65 -2.02 1.69
H -1.03 -0.98 2.69
H -1.23 0.76 2.66
H 0.69 -0.67 4.52
H -0.90 -0.09 4.97
H 1.43 1.43 5.16
H -0.17 2.12 5.09
H 1.60 2.99 3.37
H -0.01 2.63 2.77
H 2.40 0.76 2.74
H 1.87 1.66 1.33
H 1.38 -4.01 1.39
H 2.11 -6.34 1.55
H 4.46 -6.95 1.06
H 6.09 -5.18 0.46
H 5.36 -2.83 0.31
H 4.34 -0.35 2.87
H 6.36 1.02 3.00
H 7.47 1.81 0.93
H 6.51 1.23 -1.27
H 4.47 -0.13 -1.42
S 1.90 1.25 -1.89
C 1.17 -0.03 -1.14
*
```

E_HOMO (alpha / beta) (eV): -8.26 / -8.90
Gap between HOMO and LUMO (alpha / beta) (eV): 5.2 / 5.8
Energy above the lowest of the compared OMol25 structures with the same formula, charge and spin (eV): 0.000
E_LUMO (alpha / beta) (Ha): -0.11188 / -0.11517

---

No. 3
The following is a quantum chemistry calculation of a molecular structure, C52H45GeInN8O7P, from OMol25.

The geometry in ORCA input format:
```
! wB97M-V def2-TZVPD RIJCOSX def2/J DEFGRID3
* xyz -1 1
In -15.92 -7.54 14.53
O -20.20 -10.62 8.99
N -20.52 -10.16 10.07
O -21.60 -9.82 10.49
C -19.46 -10.06 11.09
C -18.94 -11.23 11.52
C -18.05 -11.22 12.60
C -17.52 -12.34 13.21
C -16.63 -12.23 14.25
C -16.38 -10.94 14.77
N -16.73 -9.87 14.09
C -17.57 -9.94 13.08
C -17.78 -8.65 12.26
N -17.68 -7.54 13.08
C -18.37 -6.45 12.81
C -19.49 -6.38 11.99
C -19.85 -7.58 11.37
C -19.12 -8.77 11.59
H -19.18 -12.22 11.11
H -17.83 -13.30 12.78
H -16.11 -13.11 14.70
H -15.78 -10.82 15.63
H -18.19 -5.50 13.33
H -20.16 -5.50 11.96
H -20.70 -7.54 10.76
N -13.87 -8.62 14.84
N -13.35 -9.14 13.66
C -14.02 -8.84 12.42
N -13.53 -9.37 11.32
N -14.98 -7.88 12.56
N -15.81 -7.62 11.43
O -16.65 -8.80 11.30
O -15.16 -7.58 10.23
H -13.11 -8.05 15.22
H -14.06 -9.30 15.57
H -12.35 -9.03 13.67
H -12.79 -9.97 11.61
H -14.49 -8.32 10.24
C -15.56 -6.62 17.32
O -15.77 -5.40 16.66
C -15.64 -5.42 15.30
O -15.38 -4.39 14.70
H -15.85 -6.45 18.37
H -14.49 -6.87 17.34
H -15.61 -8.76 16.91
O -11.58 -6.54 15.23
P -10.86 -6.04 14.00
C -9.54 -7.21 13.53
C -9.80 -8.19 12.57
C -8.82 -9.09 12.15
C -7.55 -9.01 12.66
C -7.27 -8.06 13.66
C -8.31 -7.07 14.05
C -11.81 -5.74 12.52
C -13.16 -5.36 12.58
C -13.91 -5.10 11.46
C -13.32 -5.29 10.20
C -12.03 -5.73 10.13
C -11.28 -5.90 11.25
C -10.10 -4.48 14.42
C -10.64 -3.67 15.43
C -10.11 -2.41 15.65
C -8.97 -1.94 15.02
C -8.54 -2.70 14.03
C -9.06 -3.93 13.66
H -10.88 -8.29 12.25
H -9.01 -9.80 11.41
H -6.78 -9.67 12.31
H -6.35 -8.06 14.18
H -7.98 -6.38 14.80
H -13.55 -5.18 13.60
H -14.95 -4.82 11.63
H -13.84 -5.11 9.25
H -11.57 -5.94 9.13
H -10.22 -6.24 11.13
H -11.52 -3.97 16.00
H -10.57 -1.81 16.40
H -8.45 -1.00 15.23
H -7.65 -2.33 13.44
H -8.71 -4.35 12.76
C -16.22 -7.85 16.74
Ge -18.03 -8.19 17.28
C -19.31 -9.22 16.21
C -20.00 -8.53 15.17
C -20.95 -9.22 14.43
C -21.15 -10.56 14.59
C -20.51 -11.20 15.68
C -19.60 -10.54 16.47
C -17.99 -9.12 19.05
C -16.83 -9.48 19.66
C -16.83 -9.99 20.94
C -18.04 -10.16 21.67
C -19.22 -9.81 21.04
C -19.21 -9.27 19.76
C -18.93 -6.42 17.49
C -19.45 -5.98 18.72
C -20.01 -4.68 18.82
C -20.03 -3.83 17.75
C -19.67 -4.33 16.52
C -19.07 -5.54 16.39
H -19.91 -7.50 14.99
H -21.39 -8.69 13.58
H -21.79 -11.14 13.89
H -20.71 -12.29 15.88
H -19.04 -11.14 17.23
H -15.91 -9.37 19.11
H -15.89 -10.15 21.43
H -18.14 -10.55 22.65
H -20.18 -9.83 21.58
H -20.08 -8.88 19.26
H -19.33 -6.65 19.59
H -20.26 -4.32 19.80
H -20.46 -2.87 17.94
H -19.86 -3.68 15.69
H -18.66 -5.90 15.46
*
```

E_HOMO (alpha / beta) (eV): -4.50 / -4.50
Gap between HOMO and LUMO (alpha / beta) (eV): 6.6 / 6.6
Energy above the lowest of the compared OMol25 structures with the same formula, charge and spin (eV): 1.429
E_LUMO (alpha / beta) (Ha): 0.07676 / 0.07676

---

No. 4
The following is a quantum chemistry calculation of a molecular structure, C52H45N9P2PbSbTe, from OMol25.

The geometry in ORCA input format:
```
! wB97M-V def2-TZVPD RIJCOSX def2/J DEFGRID3
* xyz -1 1
Pb -0.07 2.19 -0.30
C 1.86 -1.76 -1.98
C 0.44 -2.34 -1.92
P -0.35 -2.05 -0.26
C -2.05 -2.68 -0.62
C -2.75 -3.50 0.26
C -4.08 -3.83 0.03
C -4.74 -3.31 -1.07
C -4.07 -2.46 -1.94
C -2.74 -2.14 -1.71
C 0.42 -3.46 0.63
C 0.21 -4.79 0.29
C 0.84 -5.81 0.99
C 1.69 -5.50 2.05
C 1.92 -4.18 2.39
C 1.28 -3.16 1.69
P 1.83 0.09 -1.94
C 1.30 0.37 -3.70
C 2.10 0.29 -4.83
C 1.57 0.48 -6.10
C 0.22 0.76 -6.26
C -0.60 0.85 -5.14
C -0.06 0.66 -3.88
C 3.62 0.50 -2.03
C 4.57 -0.30 -2.67
C 5.91 0.08 -2.70
C 6.32 1.25 -2.07
C 5.39 2.03 -1.41
C 4.05 1.66 -1.39
H 2.46 -2.08 -1.12
H 2.34 -2.08 -2.90
H 0.46 -3.42 -2.13
H -0.18 -1.87 -2.69
H -2.25 -3.91 1.13
H -4.60 -4.48 0.73
H -5.78 -3.57 -1.25
H -4.58 -2.04 -2.79
H -2.24 -1.46 -2.38
H -0.45 -5.04 -0.53
H 0.67 -6.84 0.72
H 2.19 -6.30 2.60
H 2.59 -3.92 3.20
H 1.48 -2.12 1.94
H 3.16 0.09 -4.73
H 2.21 0.42 -6.97
H -0.19 0.92 -7.25
H -1.65 1.07 -5.25
H -0.70 0.74 -3.00
H 4.29 -1.23 -3.15
H 6.63 -0.55 -3.21
H 7.36 1.54 -2.09
H 5.69 2.94 -0.90
H 3.34 2.28 -0.85
N 1.33 2.75 3.20
C 1.81 1.63 2.54
N 2.71 0.83 3.07
N 2.94 -0.10 2.11
N 2.22 0.13 1.08
N 1.47 1.25 1.31
C 0.14 3.38 2.88
N -0.40 4.31 3.64
N -1.55 4.64 2.99
N -1.67 3.95 1.91
N -0.60 3.12 1.81
H 1.65 2.87 4.14
Te 1.28 4.74 -0.62
C 1.79 4.84 -2.67
C 1.36 5.95 -3.40
C 1.76 6.13 -4.72
C 2.61 5.22 -5.33
C 3.03 4.10 -4.62
C 2.63 3.91 -3.30
H 0.71 6.67 -2.93
H 1.41 7.00 -5.27
H 2.92 5.37 -6.35
H 3.70 3.38 -5.08
H 2.97 3.03 -2.77
C -5.17 -3.69 5.63
C -5.38 -3.42 4.28
C -4.41 -2.75 3.55
C -3.21 -2.35 4.14
C -3.00 -2.63 5.49
C -3.98 -3.29 6.23
Sb -1.76 -1.27 2.94
C -3.21 0.18 2.32
C -3.22 0.53 0.97
C -4.18 1.40 0.46
C -5.13 1.94 1.31
C -5.15 1.58 2.65
C -4.20 0.70 3.15
C -0.84 -0.31 4.62
C 0.39 -0.83 5.03
C 1.08 -0.27 6.10
C 0.53 0.80 6.79
C -0.69 1.32 6.39
C -1.38 0.77 5.32
H -5.92 -4.20 6.21
H -6.30 -3.72 3.81
H -4.59 -2.53 2.50
H -2.08 -2.33 5.97
H -3.81 -3.50 7.28
H -2.48 0.11 0.30
H -4.17 1.67 -0.59
H -5.87 2.63 0.92
H -5.90 2.00 3.32
H -4.25 0.40 4.19
H 0.84 -1.66 4.49
H 2.05 -0.66 6.37
H 1.07 1.24 7.62
H -1.11 2.18 6.91
H -2.31 1.22 5.00
*
```

E_HOMO (eV): -4.94
Gap between HOMO and LUMO (eV): 7.2
Energy above the lowest of the compared OMol25 structures with the same formula, charge and spin (eV): 0.137
E_LUMO (Ha): 0.08139